{"formula": "C7H12BNO4", "method": "ωB97M-V with the def2-TZVPD basis set", "homo_energy_ev": -8.62, "de_lowest_kj_mol": 135.14, "species": ["O", "O", "O", "O", "B", "C", "N", "C", "C", "C", "C", "C", "C", "H", "H", "H", "H", "H", "H", "H", "H", "H", "H", "H", "H"], "xyz": [[2.56233, 2.04317, -1.77962], [1.33704, 1.56656, 0.03632], [0.66374, 0.23716, 2.04905], [-0.88882, 1.80222, 1.19250], [0.44871, 1.34343, 1.21716], [1.83095, 1.32336, -1.17167], [-0.61914, -0.49149, -0.34504], [1.15488, -0.86032, 1.39281], [-1.85925, 0.90419, 1.41158], [1.29999, 0.02210, -1.85850], [0.05409, -1.50849, 0.54119], [-1.95501, 0.03371, 0.10697], [-0.19006, -0.37862, -1.78255], [1.84963, -0.45089, 0.69252], [1.65848, -1.46219, 2.17741], [-2.77135, 1.44110, 1.76154], [-1.53357, 0.33447, 2.30333], [1.90549, -0.75471, -1.39339], [1.60577, 0.02701, -2.91371], [0.29674, -2.43718, 0.04490], [-0.68394, -1.70839, 1.35756], [-2.42943, 0.71645, -0.68160], [-2.61752, -0.78411, 0.09262], [-0.35269, -1.38328, -2.20393], [-0.76704, 0.42472, -2.24743]], "atomic_forces_ev_per_a": [[0.47, 0.40, 0.61], [-0.83, 1.14, 3.26], [-0.58, 3.10, 0.39], [4.48, 3.32, -0.71], [-1.73, -2.54, -3.19], [-1.95, -1.08, -1.57], [0.12, 0.53, 0.63], [1.64, -1.00, -0.84], [-1.36, -2.37, 1.28], [0.41, -0.24, 0.09], [-2.40, 1.47, 1.29], [0.67, 1.29, -1.36], [0.28, 0.19, 2.55], [1.30, -0.49, -0.26], [-0.41, -0.29, -0.88], [0.24, -0.52, -0.92], [-0.62, -0.47, -0.49], [-0.01, -0.37, -0.03], [0.02, 0.31, 0.34], [0.33, -0.16, -0.23], [0.02, -0.46, -0.91], [1.21, -0.73, 0.77], [-1.18, -1.09, 0.88], [0.14, 0.54, -0.64], [-0.25, -0.47, -0.06]]}

{"formula": "C5H12N3O", "method": "ωB97M-V with the def2-TZVPD basis set", "total_charge": 1, "homo_energy_ev": -12.74, "de_lowest_kj_mol": 535.62, "species": ["C", "C", "C", "C", "C", "N", "N", "N", "O", "H", "H", "H", "H", "H", "H", "H", "H", "H", "H", "H", "H"], "xyz": [[0.17957, -0.89700, -0.34301], [-1.11134, 0.96466, -0.14710], [0.07067, 0.57976, -2.30646], [-0.18824, 1.29221, 2.04284], [1.54238, -2.90655, -0.12832], [-0.52146, -0.93929, 1.18328], [-0.25844, 0.15052, -0.95126], [-1.00981, 0.42438, 1.27906], [0.98066, -1.79667, -0.91580], [-0.76463, 1.90721, -0.17891], [-2.19442, 0.93615, -0.46448], [-0.46351, 1.57508, -2.31123], [1.13730, 0.83452, -2.59652], [-0.29383, -0.27024, -2.90761], [0.71529, 1.51572, 1.62689], [-0.61123, 2.32654, 2.20827], [-0.04844, 0.90862, 3.03295], [0.75368, -3.61747, 0.17561], [2.13923, -2.64922, 0.72840], [2.03146, -3.37233, -1.05135], [-1.90176, 0.29645, 1.70160]], "atomic_forces_ev_per_a": [[-1.32, -2.27, 5.54], [-3.09, -2.80, 0.55], [-0.18, 1.07, -0.35], [-1.37, 2.49, 3.09], [-0.60, -1.80, -2.72], [3.22, -1.22, -4.68], [1.31, 0.21, -0.23], [0.68, -0.37, -3.17], [-1.87, 2.46, 1.83], [0.97, 3.47, 0.11], [1.11, -0.14, 0.12], [0.23, -1.30, -1.25], [-0.98, -0.71, 1.08], [-0.04, 1.12, -0.57], [2.56, -0.20, -1.52], [-0.35, -1.12, -0.40], [0.17, -0.54, 0.40], [0.10, 0.67, -0.08], [0.39, 0.59, -0.13], [0.19, 0.16, 2.11], [-1.11, 0.23, 0.26]]}